# 1
Density functional theory data (ωB97M-V with the def2-TZVPD basis set) for a single C4H7NO molecule.

XYZ file:
```
13
Properties=species:S:1:pos:R:3:forces:R:3:lowdin_charge:R:1
O -1.8141 2.6404 0.0114 0.12 -0.39 0.02 0.015
C -1.3123 1.5549 -0.1920 -0.01 0.04 0.05 -0.351
N -0.4441 0.9293 0.6599 -0.19 0.07 -0.02 0.060
C 0.0274 -0.4136 0.5233 -0.12 -0.22 0.09 -0.325
C 1.4391 -0.7529 0.1303 0.15 0.00 0.09 -0.101
C 0.2956 -1.0527 -0.8019 -0.12 -0.07 -0.14 -0.115
H -1.5075 0.9666 -1.1058 0.08 0.11 0.02 0.131
H -0.4812 1.2541 1.6146 0.21 0.38 -0.09 0.144
H -0.4003 -1.0786 1.2683 0.01 -0.03 -0.10 0.140
H 2.1084 0.0521 -0.1620 -0.22 -0.07 0.10 0.106
H 1.9134 -1.5673 0.6694 -0.06 0.10 -0.14 0.096
H -0.0562 -2.0739 -0.9071 0.15 0.13 -0.08 0.101
H 0.2318 -0.4584 -1.7084 0.00 -0.05 0.20 0.099
```
Positions in Å, forces in eV/Å.

LUMO level, eV: 1.00
HOMO energy, eV: -9.5706
DFT total energy, eV: -7798.277
ΔE to the lowest compared entry with this formula, charge and spin, kJ/mol: 131.9

***

# 2
Density functional theory data (ωB97M-V with the def2-TZVPD basis set) for 10 unconnected molecules or ions with the total composition C34H44N10 at a distorted geometry.

XYZ file:
```
88
Properties=species:S:1:pos:R:3:forces:R:3:lowdin_charge:R:1
C 4.2122 -0.9423 0.6228 -0.10 -0.69 0.16 -0.118
C 4.2638 -0.7514 -0.7839 0.01 0.60 0.02 -0.110
C 5.5903 -0.6675 -1.1312 -0.05 -0.12 0.13 -0.138
N 6.3277 -0.9196 -0.0085 0.15 0.25 0.62 -0.004
C 5.4968 -1.0740 1.0738 -0.13 0.31 -0.28 -0.143
H 3.3479 -1.0764 1.2551 -0.11 0.17 -0.14 0.071
H 3.4286 -0.5744 -1.4419 0.05 -0.02 -0.08 0.049
H 6.0814 -0.3423 -2.0318 -0.10 -0.31 -0.18 0.105
H 7.3287 -0.9086 0.0609 -0.01 0.06 -0.16 0.141
H 5.8454 -1.1619 2.0876 0.24 -0.23 -0.08 0.102
C 0.2603 -0.9004 6.5820 -0.45 1.38 -0.44 -0.103
C 0.0923 -0.0615 5.4184 0.14 -0.90 0.05 -0.134
C 1.3234 0.4319 5.0980 0.53 0.64 0.31 -0.157
N 2.2137 0.0142 6.0510 -0.49 0.31 0.52 0.006
C 1.5385 -0.6944 7.0127 0.44 -1.45 -0.22 -0.146
H -0.5233 -1.5003 7.0111 0.12 -0.01 0.25 0.095
H -0.8101 0.0439 4.8383 0.00 0.17 0.02 0.072
H 1.6780 1.1648 4.3934 -0.29 -0.24 -0.39 0.097
H 3.1781 0.2838 6.1093 -0.05 0.07 -0.02 0.141
H 2.0637 -1.2041 7.8051 0.06 0.17 0.04 0.104
C -2.6162 -0.1805 1.6174 -0.36 0.40 0.33 -0.126
C -3.5119 -0.1052 0.5182 0.00 -0.24 -0.21 -0.112
C -4.2455 1.0482 0.6460 0.63 -0.13 -0.24 -0.137
N -3.7948 1.6950 1.7662 -0.83 -0.05 -0.08 0.015
C -2.8681 0.9251 2.3966 0.82 0.02 -0.17 -0.145
H -1.8448 -0.8975 1.8365 -0.17 -0.23 -0.09 0.070
H -3.6092 -0.8168 -0.2871 0.03 0.01 0.02 0.078
H -4.9552 1.4685 -0.0445 -0.14 0.14 0.20 0.105
H -4.1739 2.5665 2.0888 0.13 -0.01 0.15 0.147
H -2.3589 1.2494 3.2893 -0.13 0.11 0.03 0.102
C -1.3664 -1.2540 -3.8027 0.17 -0.13 -0.10 -0.131
C -2.5169 -0.7256 -3.1593 0.03 0.16 -0.32 -0.112
C -3.5057 -1.6642 -3.2906 0.07 0.04 0.40 -0.137
N -2.9857 -2.7408 -3.9539 -0.19 -0.30 0.13 0.016
C -1.6770 -2.5079 -4.2581 0.22 0.29 0.01 -0.139
H -0.4023 -0.7976 -3.9431 -0.05 0.18 0.21 0.046
H -2.6033 0.2488 -2.7063 -0.10 -0.02 0.03 0.086
H -4.5127 -1.6715 -2.9095 -0.04 -0.03 -0.08 0.109
H -3.4470 -3.6320 -4.0080 0.04 0.03 -0.18 0.149
H -1.0327 -3.2098 -4.7594 -0.22 -0.22 -0.01 0.108
C -1.0958 3.5622 0.1143 0.70 -0.78 0.49 -0.114
C -0.8442 4.8452 -0.4255 -0.25 -0.13 -0.40 -0.111
C 0.0548 5.4772 0.3928 -0.17 -0.10 -0.25 -0.138
N 0.3859 4.6009 1.3888 0.22 0.30 -0.01 0.007
C -0.2796 3.4204 1.2130 -0.23 0.49 0.40 -0.144
H -1.6734 2.7252 -0.2451 -0.30 0.32 -0.27 0.083
H -1.2208 5.1866 -1.3764 -0.09 0.26 0.14 0.086
H 0.4591 6.4712 0.3174 0.16 -0.04 0.12 0.103
H 1.0524 4.7925 2.1150 -0.07 -0.05 0.02 0.144
H -0.1500 2.6367 1.9409 -0.09 -0.17 -0.15 0.094
C -1.5415 -4.8501 4.8277 -0.34 -0.22 -0.33 -0.118
C -2.7398 -4.1897 4.4246 -0.06 -0.24 0.89 -0.116
C -2.4156 -2.8912 4.1441 0.10 -0.23 -0.30 -0.143
N -1.0542 -2.7839 4.2354 -0.55 0.46 0.25 0.013
C -0.5234 -3.9499 4.7083 0.43 0.25 -0.59 -0.145
H -1.4741 -5.8905 5.0973 0.15 0.02 0.11 0.085
H -3.7204 -4.6287 4.5146 -0.08 0.16 -0.21 0.085
H -3.0356 -2.0390 3.9222 0.04 -0.02 -0.20 0.096
H -0.5751 -1.9123 4.0835 0.35 -0.16 0.10 0.090
H 0.5464 -4.0312 4.8017 -0.02 -0.15 0.17 0.108
C 0.6270 3.1517 -3.6507 -0.10 0.26 -0.29 -0.111
C -0.5795 2.6331 -4.1936 0.12 -0.25 -0.42 -0.110
C -1.2548 3.6631 -4.8005 0.07 0.07 0.75 -0.132
N -0.5311 4.8059 -4.5652 -0.12 -0.07 -0.40 -0.002
C 0.6288 4.5023 -3.9122 0.03 -0.23 0.27 -0.146
H 1.4111 2.5700 -3.1960 0.04 0.09 0.09 0.075
H -0.8645 1.5927 -4.2156 -0.09 0.04 0.04 0.068
H -2.2058 3.6847 -5.3022 -0.01 0.04 -0.03 0.103
H -0.8287 5.7309 -4.8145 0.08 0.00 -0.09 0.142
H 1.3568 5.2670 -3.7032 -0.01 -0.01 0.10 0.106
C 1.5378 -1.0521 -6.1110 0.42 -0.60 0.47 -0.044
C 1.8740 -0.5646 -4.7757 -0.11 0.25 -0.11 -0.263
N 2.1585 -0.1708 -3.7359 -0.06 -0.07 0.07 0.170
H 0.4655 -1.1623 -6.2477 -0.08 0.32 0.01 0.075
H 1.9649 -2.0575 -6.1680 0.04 0.10 -0.27 0.092
H 2.0013 -0.4061 -6.8498 -0.15 0.00 -0.15 0.087
C 0.2721 0.5773 -0.5227 0.46 -0.24 -0.43 -0.048
C 0.5109 0.1669 0.8472 0.17 0.18 0.37 -0.272
N 0.7288 -0.1263 1.9376 -0.06 -0.07 -0.22 0.176
H 0.8595 -0.0672 -1.1791 -0.19 -0.07 -0.07 0.043
H 0.6474 1.5829 -0.6992 -0.20 0.12 0.19 0.076
H -0.7864 0.5103 -0.7661 -0.02 0.00 0.00 0.070
C 0.7555 -2.8590 -1.4987 0.19 0.38 -0.08 -0.078
C 0.9479 -4.0760 -2.2726 -0.20 -0.10 -0.03 -0.283
N 1.0920 -5.0278 -2.8987 0.00 0.06 -0.01 0.122
H 1.3625 -2.8891 -0.5949 -0.07 -0.01 0.05 0.085
H -0.2911 -2.6794 -1.2590 -0.03 -0.27 0.06 0.083
H 1.0751 -2.0102 -2.1056 0.13 -0.07 0.00 0.033
```
Positions in Å, forces in eV/Å.

LUMO level, eV: 0.64
HOMO energy, eV: -7.7233
DFT total energy, eV: -50869.953
ΔE to the lowest compared entry with this formula, charge and spin, kJ/mol: 0.0

***

# 3
Density functional theory data (ωB97M-V with the def2-TZVPD basis set) for a single C18H21ClFNO2 molecule.

XYZ file:
```
44
Properties=species:S:1:pos:R:3:forces:R:3:lowdin_charge:R:1
C 0.7542 -0.1074 -2.1561 0.04 -0.01 -0.01 -0.085
N -0.4018 0.0177 -1.2917 -0.14 0.02 -0.11 -0.206
C -1.4998 -0.8360 -1.7413 0.09 0.06 0.10 -0.148
C -2.4959 -1.0293 -0.6309 -0.18 -0.06 -0.01 -0.217
C -2.1714 -1.8377 0.4534 0.01 -0.03 -0.04 -0.050
C -3.0476 -1.9873 1.5130 0.06 0.00 -0.06 -0.065
C -4.2712 -1.3388 1.5080 -0.20 0.18 -0.11 -0.012
C -4.5895 -0.5512 0.4184 0.07 -0.06 0.08 -0.268
F -5.7826 0.0802 0.3896 0.09 -0.05 0.01 0.057
C -3.7242 -0.3836 -0.6475 -0.11 -0.06 0.06 0.025
C -0.8038 1.4046 -1.1315 0.16 0.22 0.23 -0.144
C -0.0277 2.1124 -0.0060 0.06 -0.49 -0.08 -0.325
O -0.3027 3.4988 -0.0229 -0.10 0.41 -0.07 -0.024
C -0.4262 1.6005 1.3952 -0.25 0.26 -0.30 -0.132
O 0.6016 0.9694 2.1114 0.49 -0.11 0.17 -0.125
C 1.0060 -0.2841 1.6007 -0.22 -0.20 0.18 -0.193
C 2.3892 -0.2670 1.0011 -0.10 0.00 0.01 -0.221
C 3.2217 0.8367 1.1262 -0.05 -0.02 0.02 -0.031
C 4.4857 0.8437 0.5632 0.05 0.03 -0.01 -0.075
C 4.9417 -0.2629 -0.1321 0.03 -0.01 -0.03 -0.087
C 4.1342 -1.3804 -0.2586 -0.01 -0.02 -0.01 -0.108
C 2.8722 -1.3724 0.3084 0.19 0.32 0.09 -0.616
Cl 1.8771 -2.7802 0.1487 -0.19 -0.29 -0.04 0.722
H 1.0849 -1.1441 -2.1671 0.07 -0.04 -0.03 0.067
H 1.5667 0.5036 -1.7672 0.10 0.02 -0.04 0.084
H 0.5421 0.2063 -3.1905 0.00 0.03 -0.02 0.093
H -1.0687 -1.8054 -2.0037 -0.04 0.05 -0.06 0.126
H -1.9962 -0.4266 -2.6369 0.03 -0.06 0.00 0.130
H -1.2253 -2.3570 0.4591 0.16 -0.05 0.01 0.095
H -2.7799 -2.6148 2.3492 0.02 -0.06 0.08 0.108
H -4.9707 -1.4395 2.3222 -0.09 0.00 0.07 0.117
H -4.0216 0.2387 -1.4783 -0.03 0.08 -0.09 0.126
H -0.6624 1.9696 -2.0713 -0.07 -0.05 0.02 0.129
H -1.8643 1.4496 -0.8750 0.03 0.06 -0.03 0.119
H 1.0515 1.9465 -0.1413 -0.14 -0.05 0.04 0.135
H -0.0684 3.8600 -0.8854 -0.02 -0.05 0.07 0.093
H -0.7003 2.4729 1.9932 -0.06 -0.09 -0.11 0.136
H -1.2966 0.9350 1.3143 0.04 0.02 0.02 0.125
H 0.2970 -0.6286 0.8392 0.12 0.00 0.17 0.075
H 0.9966 -0.9974 2.4376 -0.03 0.04 -0.14 0.138
H 2.8549 1.6885 1.6785 -0.03 0.08 0.02 0.120
H 5.1164 1.7133 0.6702 0.06 0.08 0.01 0.103
H 5.9265 -0.2635 -0.5737 0.09 -0.01 -0.04 0.103
H 4.4785 -2.2529 -0.7919 0.00 -0.09 -0.04 0.103
```
Positions in Å, forces in eV/Å.

LUMO level, eV: 0.68
HOMO energy, eV: -8.8700
DFT total energy, eV: -39831.325
ΔE to the lowest compared entry with this formula, charge and spin, kJ/mol: 6.3

***

# 4
Density functional theory data (ωB97M-V with the def2-TZVPD basis set) for 2 unconnected molecules or ions with the total composition C4H9ClS2 at a distorted geometry.

XYZ file:
```
16
Properties=species:S:1:pos:R:3:forces:R:3:lowdin_charge:R:1
C 0.6870 -1.3515 -0.9174 1.51 -0.16 3.10 -0.129
C -0.6016 -1.1543 -0.2485 -2.48 -0.81 -0.17 -0.375
C 1.0645 1.0300 1.0785 -1.41 -1.23 -2.52 -0.548
C -0.8300 0.2818 0.0830 1.99 1.69 2.60 -1.033
S -2.0851 0.4780 1.3781 -0.54 -4.74 -1.21 0.764
S -0.9756 1.5792 -1.1405 0.61 -1.92 -1.13 0.689
Cl 0.7286 2.7264 1.0921 0.85 0.24 -0.03 0.512
H 0.8844 -2.3578 -1.0742 0.48 -2.06 -0.09 0.065
H 0.7284 -0.9430 -1.8240 0.11 1.94 -3.79 0.018
H 1.5152 -0.8976 -0.3156 -0.76 -0.75 -0.56 0.076
H -1.5002 -1.3884 -0.9086 1.10 -0.15 0.35 0.134
H -0.7140 -1.9045 0.5944 0.12 1.45 -0.41 0.131
H 0.8794 0.6846 2.0374 -0.13 -0.93 1.70 -0.019
H 2.0067 0.5941 0.5963 -1.41 1.46 0.60 0.053
H -1.7943 1.6385 1.5244 0.94 5.07 0.87 -0.262
H 0.0066 0.9845 -1.9554 -0.99 0.91 0.69 -0.076
```
Positions in Å, forces in eV/Å.

LUMO level, eV: 0.56
HOMO energy, eV: -8.1241
DFT total energy, eV: -38483.452
ΔE to the lowest compared entry with this formula, charge and spin, kJ/mol: 329.4